No. 1
Here is a structure of composition C11H28Cu2NO4 in a non-equilibrium geometry from OMol25. Energies are from ωB97M-V/def2-TZVPD.

```
46
Properties=species:S:1:pos:R:3
Cu -31.07 2.63 13.71
Cu -32.57 1.50 15.72
C -28.96 7.84 14.06
C -27.62 7.16 13.76
C -27.29 6.02 14.66
C -27.87 4.69 14.19
N -27.66 3.54 15.10
C -26.22 3.52 15.59
C -25.99 2.11 16.04
C -26.86 1.23 15.09
C -27.75 2.23 14.35
C -28.71 3.51 16.15
H -29.76 7.23 13.65
H -29.04 8.86 13.69
H -29.13 7.90 15.14
H -26.82 7.91 13.80
H -27.59 6.85 12.71
H -27.63 6.21 15.68
H -26.20 5.93 14.76
H -27.62 4.44 13.15
H -28.95 4.81 14.12
H -26.19 4.21 16.43
H -25.63 3.83 14.74
H -26.20 1.93 17.10
H -24.96 1.77 15.92
H -27.39 0.50 15.69
H -26.25 0.64 14.40
H -28.76 1.86 14.24
H -27.36 2.42 13.35
H -28.49 4.32 16.85
H -28.75 2.51 16.57
H -29.65 3.68 15.66
C -31.93 5.17 15.90
O -32.40 4.03 15.31
H -32.52 6.06 15.57
H -31.95 5.17 17.01
H -30.89 5.41 15.56
C -28.81 3.75 11.13
O -29.46 3.09 12.11
H -27.73 4.06 11.35
H -28.62 3.04 10.28
H -29.28 4.67 10.71
O -32.73 1.06 13.50
H -32.43 0.55 12.75
O -30.49 1.25 15.43
H -30.79 0.59 14.79
```

Summary:
- Charge: -1
- Energy relative to the best compared isomer or geometry (same formula, charge and spin): 0.0 kcal/mol
- Kohn-Sham gap: 5.666 eV
- F_max: 2.1 eV/A
- M: 365.44 g/mol
- Multiplicity: 1


No. 2
Here is a cluster of 2 separate species, C4H15N2O in total in a non-equilibrium geometry from OMol25. Energies are from ωB97M-V/def2-TZVPD.

```
22
Properties=species:S:1:pos:R:3
C 1.55 1.81 0.94
C 1.68 0.89 -0.23
C 0.49 0.30 -1.03
C -1.91 -0.35 -1.00
N -0.60 -0.31 -0.18
N 0.44 1.22 1.84
H 1.16 2.82 0.52
H 2.49 1.92 1.51
H 2.14 1.48 -0.99
H 2.43 0.02 -0.05
H 0.87 -0.49 -1.77
H 0.02 1.18 -1.68
H -1.93 0.40 -1.77
H -2.76 -0.25 -0.27
H -2.12 -1.41 -1.40
H -0.48 -1.34 0.09
H -0.73 0.28 0.69
H 0.83 0.44 2.38
H 0.07 1.84 2.53
H -1.83 -3.10 0.19
H -0.89 -4.14 -0.26
O -0.95 -3.21 -0.03
```

Summary:
- Charge: +1
- Energy relative to the best compared isomer or geometry (same formula, charge and spin): 36.0 kcal/mol
- Kohn-Sham gap: 11.144 eV
- F_max: 3.3 eV/A
- M: 107.18 g/mol
- Multiplicity: 1


No. 3
Here is a structure of composition FHHgMgNO3S2 in a non-equilibrium geometry from OMol25. Energies are from ωB97M-V/def2-TZVPD.

```
10
Properties=species:S:1:pos:R:3
Mg -0.41 -1.11 -2.17
N 0.18 1.07 0.18
S 1.31 0.26 -0.90
S -1.29 1.24 -0.26
O -2.06 1.47 1.04
O -1.81 0.25 -1.23
F -1.50 2.62 -1.09
Hg -0.27 1.08 2.18
O -0.37 0.13 3.71
H -0.98 -0.60 3.87
```

Summary:
- Kohn-Sham gap (spin up / spin down): 6.340 / 7.571 eV
- F_max: 6.3 eV/A
- M: 371.04 g/mol
- Multiplicity: 2


No. 4
Here is a cluster of 2 separate species, C2H8NOP in total in a non-equilibrium geometry from OMol25. Energies are from ωB97M-V/def2-TZVPD.

```
13
Properties=species:S:1:pos:R:3
C 0.08 -1.50 1.98
C 0.82 -0.26 1.47
N 0.13 1.84 -2.62
O -1.30 0.10 -1.99
P -0.56 1.25 -1.19
H 0.28 -1.58 3.09
H -1.09 -1.39 1.98
H 0.56 -2.40 1.66
H 1.91 -0.30 1.08
H 0.68 0.65 2.01
H 0.54 2.77 -2.62
H -0.44 1.47 -3.42
H -1.63 -0.64 -1.44
```

Summary:
- Energy relative to the best compared isomer or geometry (same formula, charge and spin): 90.2 kcal/mol
- Kohn-Sham gap (spin up / spin down): 8.628 / 6.907 eV
- F_max: 3.0 eV/A
- M: 93.07 g/mol
- Multiplicity: 1


No. 5
Here is a cluster of 2 separate species, C4H9O2 in total in a non-equilibrium geometry from OMol25. Energies are from ωB97M-V/def2-TZVPD.

```
15
Properties=species:S:1:pos:R:3
C -0.03 1.07 1.69
C -1.54 1.09 1.26
O -1.75 1.42 0.06
O -2.37 0.87 2.16
H 0.37 1.93 1.17
H 0.45 0.12 1.47
H -0.01 1.28 2.76
C 0.40 -0.22 -1.41
C 0.78 -1.71 -1.28
H 0.87 0.28 -0.58
H 0.82 0.20 -2.33
H -0.66 -0.04 -1.23
H -0.01 -2.36 -1.66
H 0.99 -1.99 -0.25
H 1.68 -1.94 -1.85
```

Summary:
- Charge: -1
- Energy relative to the best compared isomer or geometry (same formula, charge and spin): 8.3 kcal/mol
- Kohn-Sham gap: 7.857 eV
- F_max: 1.4 eV/A
- M: 89.11 g/mol
- Multiplicity: 1


No. 6
Here is the ion C5H15N2S with charge +1 in a non-equilibrium geometry from OMol25. Energies are from ωB97M-V/def2-TZVPD.

```
23
Properties=species:S:1:pos:R:3
C 0.63 1.84 -1.53
C 0.23 0.80 -0.47
C -0.48 1.45 0.73
S 0.49 1.28 2.26
N -0.64 -0.27 -0.96
C -0.01 -1.32 -1.75
C -0.23 -2.67 -1.07
N -0.34 -2.48 0.40
H 0.25 2.85 -1.44
H 0.39 1.46 -2.53
H 1.71 1.94 -1.55
H 1.15 0.35 -0.12
H -0.89 2.43 0.59
H -1.42 0.95 0.97
H 0.25 2.45 2.86
H -1.49 0.05 -1.39
H -0.53 -1.39 -2.70
H 1.05 -1.11 -1.90
H 0.48 -3.45 -1.34
H -1.19 -3.05 -1.40
H -0.95 -3.21 0.79
H -0.95 -1.67 0.55
H 0.52 -2.47 0.95
```

Summary:
- Charge: +1
- Energy relative to the best compared isomer or geometry (same formula, charge and spin): 26.6 kcal/mol
- Kohn-Sham gap: 8.706 eV
- Structure (SMILES): C[C@@H](CS)NCC[NH3+]
- F_max: 2.0 eV/A
- M: 135.26 g/mol
- Multiplicity: 1


No. 7
Here is a cluster of 4 separate species, C3H13NO3 in total in a non-equilibrium geometry from OMol25. Energies are from ωB97M-V/def2-TZVPD.

```
20
Properties=species:S:1:pos:R:3
C -1.47 0.28 1.32
C -0.97 -0.43 2.34
N -0.37 -1.65 2.05
C 0.29 -2.48 3.06
H -1.45 -0.06 0.30
H -2.18 1.10 1.39
H -1.02 -0.12 3.38
H -0.45 -2.01 1.12
H -0.32 -2.63 3.92
H 0.23 -3.50 2.61
H 1.32 -2.12 3.30
O 1.82 3.82 -3.30
H 2.57 3.41 -3.74
H 1.32 3.10 -2.91
O -0.93 2.22 -3.95
H -0.30 1.56 -3.67
H -1.69 2.16 -3.36
O 1.42 -1.12 -1.18
H 1.73 -0.32 -1.59
H 0.45 -1.19 -1.08
```

Summary:
- Energy relative to the best compared isomer or geometry (same formula, charge and spin): 46.1 kcal/mol
- Kohn-Sham gap: 7.949 eV
- Structure (SMILES): C=CNC.O.O.O
- F_max: 2.2 eV/A
- M: 111.14 g/mol
- Multiplicity: 1


No. 8
Here is a structure of composition C30H26CeCl3N5O6S4 in a non-equilibrium geometry from OMol25. Energies are from ωB97M-V/def2-TZVPD.

```
75
Properties=species:S:1:pos:R:3
Ce -1.63 -1.00 -0.75
O -2.86 4.04 3.27
C -2.56 2.95 2.52
C -1.39 2.87 1.75
C -1.16 1.72 1.02
N -2.02 0.71 0.99
C -3.13 0.77 1.73
C -3.43 1.86 2.54
C -4.00 -0.49 1.65
O -4.85 -0.67 2.52
O -3.72 -1.27 0.69
C 0.15 1.44 0.27
O 0.93 2.36 0.05
O 0.33 0.21 0.01
H -2.21 4.73 3.11
H -0.67 3.67 1.73
H -4.31 1.85 3.15
S -1.82 -0.30 -5.19
C -2.35 -0.48 -3.63
S -2.43 0.89 -2.55
S -2.85 -2.02 -2.99
N -1.47 -3.06 0.52
C -2.27 -3.45 1.27
N -3.10 -4.00 2.09
C -4.42 -4.44 1.65
C -5.51 -3.71 2.43
C -5.31 -3.86 3.93
C -3.93 -3.32 4.29
C -2.84 -4.07 3.52
H -4.48 -5.53 1.82
H -4.52 -4.24 0.59
H -6.49 -4.10 2.13
H -5.48 -2.65 2.18
H -5.41 -4.90 4.24
H -6.06 -3.27 4.45
H -3.73 -3.42 5.36
H -3.90 -2.26 4.03
H -2.84 -5.13 3.80
H -1.86 -3.64 3.72
Cl 6.12 -2.19 1.04
C 5.34 -1.04 0.00
C 4.14 -0.47 0.38
C 3.52 0.42 -0.48
C 4.07 0.73 -1.72
C 3.30 1.63 -2.65
C 2.74 0.80 -3.84
N 1.99 -0.32 -3.34
C 2.44 -1.59 -3.11
C 1.41 -2.25 -2.49
N 0.36 -1.39 -2.32
C 0.74 -0.25 -2.85
O 4.14 2.67 -3.14
C 3.66 3.98 -2.94
C 3.44 4.33 -1.49
C 4.37 4.14 -0.50
Cl 5.93 3.49 -0.71
S 3.80 4.66 1.05
C 2.31 5.15 0.35
C 2.26 4.91 -0.98
C 5.30 0.17 -2.06
Cl 6.07 0.56 -3.55
C 5.94 -0.72 -1.21
H 3.69 -0.71 1.33
H 2.58 0.87 -0.20
H 2.45 2.05 -2.09
H 3.57 0.45 -4.46
H 2.08 1.43 -4.44
H 3.41 -1.92 -3.42
H 1.35 -3.27 -2.17
H 0.14 0.65 -2.94
H 2.72 4.13 -3.48
H 4.44 4.62 -3.37
H 1.54 5.56 0.97
H 1.40 5.13 -1.60
H 6.88 -1.17 -1.49
```

Summary:
- Energy relative to the best compared isomer or geometry (same formula, charge and spin): 7.8 kcal/mol
- Kohn-Sham gap (spin up / spin down): 5.764 / 5.769 eV
- F_max: 2.0 eV/A
- M: 927.31 g/mol
- Multiplicity: 1


No. 9
Here is an isolated molecule of C5H8N2 in a non-equilibrium geometry from OMol25. Energies are from ωB97M-V/def2-TZVPD.

```
15
Properties=species:S:1:pos:R:3
C -1.98 0.10 0.11
C -0.73 -0.45 -0.54
C 0.43 0.45 -0.94
C 0.56 1.85 -0.57
N 0.80 2.89 -0.12
N 0.47 -0.38 0.19
C 1.59 -0.93 0.89
H -1.70 0.87 0.83
H -2.66 0.53 -0.63
H -2.52 -0.70 0.64
H -0.90 -1.26 -1.26
H 0.96 0.18 -1.86
H 2.46 -0.99 0.23
H 1.40 -1.91 1.33
H 1.83 -0.24 1.71
```

Summary:
- Energy relative to the best compared isomer or geometry (same formula, charge and spin): 55.4 kcal/mol
- Kohn-Sham gap: 9.833 eV
- Structure (SMILES): C[C@H]1[C@@H](C#N)N1C
- F_max: 1.1 eV/A
- M: 96.13 g/mol
- Multiplicity: 1


No. 10
Here is a cluster of 8 separate species, C5H28N2O7 in total in a non-equilibrium geometry from OMol25. Energies are from ωB97M-V/def2-TZVPD.

```
42
Properties=species:S:1:pos:R:3
C 0.06 2.28 2.17
C -0.22 0.93 1.56
C -1.39 1.03 0.52
N -2.55 0.98 1.41
N 0.94 0.26 0.88
C 2.02 1.22 0.46
C 1.63 -0.74 1.75
H 1.03 2.33 2.70
H 0.21 2.98 1.33
H -0.82 2.61 2.71
H -0.53 0.21 2.38
H -1.23 0.27 -0.30
H -1.33 2.07 0.11
H -3.48 1.27 1.14
H -2.81 0.09 1.86
H 1.69 2.14 -0.10
H 2.76 1.61 1.17
H 2.64 0.66 -0.30
H 0.87 -1.55 1.86
H 2.58 -1.08 1.27
H 1.84 -0.20 2.66
O -2.11 1.51 -3.11
H -1.92 0.76 -2.54
H -2.35 1.15 -3.97
O -1.75 -1.92 1.14
H -1.69 -2.72 1.69
H -0.86 -1.60 1.36
O -0.06 2.81 -1.84
H 0.61 3.21 -2.39
H -0.90 2.76 -2.30
O -2.08 -1.21 -1.94
H -2.38 -1.27 -1.02
H -1.27 -1.72 -1.95
O 2.54 -3.26 -1.69
H 3.35 -2.78 -1.42
H 1.82 -2.60 -1.63
O 0.44 -3.51 0.01
H 0.10 -3.00 -0.71
H 1.34 -3.86 -0.13
O 0.98 -1.09 -1.71
H 1.49 -0.45 -2.21
H 0.80 -0.59 -0.86
```

Summary:
- Energy relative to the best compared isomer or geometry (same formula, charge and spin): 32.2 kcal/mol
- Kohn-Sham gap: 9.333 eV
- Structure (SMILES): C[C@@H](CN)N(C)C.O.O.O.O.O.O.O
- F_max: 2.4 eV/A
- M: 228.29 g/mol
- Multiplicity: 1


No. 11
Here is an isolated molecule of C4H5FO in a non-equilibrium geometry from OMol25. Energies are from ωB97M-V/def2-TZVPD.

```
11
Properties=species:S:1:pos:R:3
O -2.60 -0.90 -0.14
C -1.65 -0.16 0.12
C -0.27 -0.19 -0.44
C 0.77 0.90 -0.17
C 0.92 -0.47 0.38
F 1.92 -1.27 -0.12
H -1.77 0.49 1.00
H -0.22 -0.61 -1.46
H 0.53 1.77 0.42
H 1.46 1.10 -1.01
H 0.91 -0.65 1.41
```

Summary:
- Energy relative to the best compared isomer or geometry (same formula, charge and spin): 16.6 kcal/mol
- Kohn-Sham gap: 10.908 eV
- Structure (SMILES): O=C[C@H]1C[C@@H]1F
- F_max: 2.2 eV/A
- M: 88.08 g/mol
- Multiplicity: 1


No. 12
Here is a cluster of 2 separate species, CH6N2P2 in total in a non-equilibrium geometry from OMol25. Energies are from ωB97M-V/def2-TZVPD.

```
11
Properties=species:S:1:pos:R:3
C -2.03 0.44 -0.02
N 2.53 0.26 0.18
N -0.69 -0.05 -0.16
P 1.66 1.54 0.14
P 3.68 -0.79 -0.27
H -2.54 0.46 -1.03
H -2.66 -0.08 0.57
H -1.99 1.46 0.38
H -0.19 -0.25 0.73
H -0.76 -0.95 -0.64
H 2.99 -2.04 0.11
```

Summary:
- Energy relative to the best compared isomer or geometry (same formula, charge and spin): 35.4 kcal/mol
- Kohn-Sham gap (spin up / spin down): 6.658 / 6.455 eV
- F_max: 4.1 eV/A
- M: 108.02 g/mol
- Multiplicity: 1


No. 13
Here is a structure of composition C50H91N13O6Rb in a non-equilibrium geometry from OMol25. Energies are from ωB97M-V/def2-TZVPD.

```
161
Properties=species:S:1:pos:R:3
Rb -3.45 20.44 20.06
C -3.97 17.83 16.05
C -5.05 17.46 15.23
C -6.15 18.49 15.05
O -7.05 18.37 14.20
C -6.10 19.63 15.88
C -5.14 19.96 16.86
C -3.83 19.03 16.79
O -2.81 19.30 17.45
O -5.28 20.77 17.80
O -5.17 16.34 14.72
H -3.16 17.11 16.15
H -6.93 20.33 15.81
C -0.08 15.96 13.27
C 0.45 16.87 12.18
N -0.56 17.25 11.17
C -0.32 17.62 9.87
C -1.51 17.89 9.28
N -2.47 17.77 10.27
C -1.85 17.44 11.40
C -3.88 18.00 10.11
H 0.76 15.44 13.74
H -0.84 15.27 12.90
H -0.51 16.59 14.05
H 1.17 16.32 11.58
H 0.98 17.75 12.53
H 0.66 17.50 9.42
H -1.73 18.13 8.26
H -2.39 17.29 12.33
H -4.37 18.40 11.00
H -4.39 17.08 9.81
H -4.13 18.70 9.31
C -7.78 22.88 14.44
C -8.41 22.86 15.82
N -8.10 24.05 16.61
C -6.95 24.33 17.31
C -7.07 25.59 17.77
N -8.32 26.05 17.39
C -8.87 25.13 16.62
C -8.83 27.41 17.62
H -7.92 21.92 13.94
H -6.71 23.13 14.50
H -8.21 23.71 13.86
H -8.07 22.00 16.40
H -9.49 22.76 15.78
H -6.16 23.60 17.42
H -6.44 26.28 18.30
H -9.82 25.24 16.13
H -9.78 27.34 18.15
H -9.11 27.85 16.66
H -8.11 28.03 18.12
C -2.25 14.12 10.41
C -2.95 12.78 10.63
N -4.21 12.70 9.91
C -5.28 13.57 10.01
C -6.20 13.18 9.10
N -5.72 12.03 8.50
C -4.49 11.82 8.96
C -6.35 11.31 7.38
H -2.14 14.29 9.34
H -1.26 14.16 10.87
H -2.75 14.98 10.85
H -3.12 12.64 11.70
H -2.26 12.01 10.30
H -5.28 14.35 10.76
H -7.09 13.67 8.73
H -3.86 10.98 8.71
H -5.75 10.44 7.12
H -6.47 11.96 6.52
H -7.31 10.94 7.72
C -8.70 21.30 10.44
C -9.52 20.03 10.26
N -9.90 19.44 11.58
C -10.73 20.04 12.51
C -10.88 19.14 13.50
N -10.11 18.04 13.20
C -9.59 18.24 12.00
C -9.95 16.86 14.03
H -9.20 22.09 11.00
H -8.56 21.71 9.44
H -7.74 21.06 10.89
H -8.84 19.29 9.85
H -10.46 20.20 9.74
H -11.04 21.05 12.36
H -11.35 19.20 14.47
H -8.99 17.54 11.45
H -10.93 16.44 14.26
H -9.52 17.19 14.98
H -9.28 16.15 13.57
C -0.63 17.63 20.96
C -0.22 17.40 19.50
N -0.99 16.26 18.92
C -0.41 15.18 18.32
C -1.41 14.41 17.83
N -2.59 15.07 18.10
C -2.30 16.22 18.70
C -3.90 14.65 17.62
H -1.72 17.75 21.08
H -0.27 18.58 21.34
H -0.37 16.75 21.54
H 0.77 16.98 19.52
H -0.43 18.28 18.90
H 0.65 15.07 18.24
H -1.37 13.46 17.32
H -3.00 17.02 18.88
H -3.74 13.89 16.86
H -4.41 15.51 17.18
H -4.48 14.23 18.44
C 0.01 21.93 11.88
C -1.04 21.12 12.58
O -0.94 20.00 12.94
N -2.10 22.08 13.19
H -1.49 22.74 13.70
H -2.46 22.65 12.42
C -3.21 21.63 14.10
H -0.47 22.61 11.18
H 0.74 21.28 11.40
H 0.55 22.56 12.60
H -3.67 22.57 14.40
H -2.80 21.16 14.98
H -3.93 21.01 13.58
C -9.26 12.54 18.38
C -9.68 12.94 19.74
O -9.43 13.94 20.32
N -10.73 12.02 20.38
H -11.63 12.51 20.27
H -10.88 11.17 19.83
C -10.54 11.74 21.85
H -10.13 12.40 17.73
H -8.75 11.57 18.33
H -8.67 13.31 17.89
H -9.53 11.41 22.06
H -11.27 11.00 22.17
H -10.67 12.69 22.36
C -9.34 19.33 17.90
C -10.41 19.06 18.99
C -10.45 17.70 19.68
N -11.60 17.67 20.70
C -11.17 18.55 21.83
C -11.89 16.28 21.24
C -13.39 16.31 21.63
C -13.98 17.62 21.11
C -12.92 18.16 20.14
H -9.69 19.02 16.90
H -8.35 18.91 18.01
H -9.29 20.42 17.78
H -11.40 19.32 18.64
H -10.18 19.81 19.75
H -9.55 17.38 20.20
H -10.61 16.89 18.97
H -10.17 18.28 22.14
H -11.94 18.53 22.60
H -11.05 19.60 21.53
H -11.20 16.14 22.06
H -11.85 15.49 20.49
H -13.60 16.18 22.69
H -13.89 15.47 21.16
H -14.30 18.36 21.83
H -14.84 17.41 20.48
H -12.87 19.24 20.03
H -13.04 17.67 19.17
```

Summary:
- Charge: +7
- Kohn-Sham gap: 6.296 eV
- F_max: 2.3 eV/A
- M: 1055.83 g/mol
- Multiplicity: 1